# 1
{
  "formula": "C12H17N2O",
  "method": "the ωB97M-V functional and the def2-TZVPD basis",
  "charge": 1,
  "smiles": "CC(C)(C)O[C@@H]1NC(=[NH2+])c2ccccc21",
  "gap_ev": 8.82,
  "elements": ["C", "C", "C", "C", "O", "C", "N", "C", "N", "C", "C", "C", "C", "C", "C", "H", "H", "H", "H", "H", "H", "H", "H", "H", "H", "H", "H", "H", "H", "H", "H", "H"],
  "positions_angstrom": [[2.4898, 1.3757, -0.2368], [2.2747, -0.1316, 0.0909], [3.0385, -0.4671, 1.4021], [2.7350, -1.0244, -1.0204], [0.9622, -0.4247, 0.4920], [-0.1828, 0.0314, -0.7504], [-0.4823, 1.4054, -0.5781], [-1.6675, 1.6744, -0.0239], [-2.2510, 2.8671, 0.0169], [-2.2980, 0.3275, 0.1763], [-3.5662, -0.0507, 0.6457], [-3.8303, -1.4351, 0.5298], [-2.8676, -2.3626, 0.2236], [-1.5633, -1.9455, -0.1398], [-1.3279, -0.6240, -0.1656], [1.9599, 1.9136, 0.3639], [3.5038, 1.5454, 0.0469], [2.3579, 1.7911, -1.2633], [2.5043, -1.3417, 1.7133], [2.9210, 0.2061, 2.2234], [4.0993, -0.6248, 1.2839], [2.2053, -0.8982, -1.9631], [3.7446, -0.9734, -1.3166], [2.6833, -2.0961, -0.6743], [0.3614, -0.1578, -1.6869], [0.0265, 2.2058, -0.9705], [-3.1068, 2.8683, 0.3953], [-1.5793, 3.6056, -0.3954], [-4.3552, 0.6962, 0.9475], [-4.8061, -1.8524, 0.8564], [-3.1919, -3.4669, 0.3160], [-0.7914, -2.6368, -0.5387]]
}

---

# 2
{
  "formula": "C4H15N2O",
  "method": "the ωB97M-V functional and the def2-TZVPD basis",
  "charge": 2,
  "gap_ev": [11.84, 5.91],
  "spin_multiplicity": 2,
  "elements": ["C", "C", "C", "C", "N", "N", "H", "H", "H", "H", "H", "H", "H", "H", "H", "H", "H", "H", "H", "H", "H", "O"],
  "positions_angstrom": [[0.3144, 1.0413, -1.4062], [0.1541, -0.3123, -0.6979], [0.5073, -0.3333, 0.8581], [-0.1713, 0.8375, 1.4809], [-1.4942, 1.2837, 0.8908], [-1.2853, -0.8745, -0.9249], [0.2070, 0.9023, -2.5007], [-0.2866, 1.9096, -1.1311], [1.3594, 1.4173, -1.3216], [0.9617, -0.8880, -1.1546], [0.2126, -1.3180, 1.2687], [1.6677, -0.3371, 0.7840], [0.6529, 1.6982, 1.4018], [-0.4609, 0.6303, 2.4487], [-1.4606, 2.2732, 0.5223], [-2.0089, 0.5812, 0.1697], [-2.0813, 1.5183, 1.7522], [-1.5954, -0.6606, -1.9094], [-1.5143, -1.8383, -0.5899], [2.4304, -2.8041, 0.6921], [2.1248, -2.4359, -0.7748], [1.7665, -2.2908, 0.1419]]
}

---

# 3
{
  "formula": "C3H12O3",
  "method": "the ωB97M-V functional and the def2-TZVPD basis",
  "charge": 0,
  "smiles": "CCCO.O.O",
  "gap_ev": 10.44,
  "elements": ["C", "C", "C", "O", "H", "H", "H", "H", "H", "H", "H", "H", "O", "H", "H", "O", "H", "H"],
  "positions_angstrom": [[1.8145, 1.2605, -0.7261], [0.3225, 1.4867, -0.6136], [-0.4340, 0.2117, -1.2506], [-0.0622, 0.3338, -2.6517], [2.1934, 1.1058, -1.7527], [2.3943, 2.0852, -0.1816], [2.2415, 0.4444, -0.0585], [0.1946, 2.4629, -1.1474], [-0.1204, 1.5835, 0.3345], [-1.5620, 0.4211, -1.1937], [-0.2016, -0.8813, -1.0927], [-0.5331, 1.0069, -3.1656], [-1.3963, -1.5210, 4.0351], [-0.6553, -1.0066, 4.3887], [-1.3751, -1.3351, 3.0824], [-0.9832, -2.2307, 0.7694], [-1.0233, -2.4609, -0.1540], [-0.8142, -2.9668, 1.3780]]
}

---

# 4
{
  "formula": "C4H8N2O",
  "method": "the ωB97M-V functional and the def2-TZVPD basis",
  "charge": 0,
  "gap_ev": 8.15,
  "elements": ["C", "C", "N", "C", "C", "N", "O", "H", "H", "H", "H", "H", "H", "H", "H"],
  "positions_angstrom": [[0.6354, 1.8706, -0.6294], [0.2603, 0.4399, -0.4905], [0.8740, -0.6941, -0.9239], [0.0449, -1.5769, -0.2227], [-0.2693, -0.3923, 0.6354], [-0.6446, -0.0422, 1.7879], [-0.9571, -1.1243, 2.5880], [0.9095, 2.1095, -1.6609], [1.4680, 2.1495, 0.0291], [-0.2246, 2.4872, -0.3562], [-1.2689, -0.1078, -1.2832], [1.3576, -0.8523, -1.8005], [0.3199, -2.5929, 0.0297], [-1.2946, -0.9689, -1.1234], [-1.2105, -0.7051, 3.4207]]
}